Record 1
A molecular structure, C25H42F3NO16V2, computed with the ωB97M-V functional and the def2-TZVPD basis.

Computed properties:
* frontier orbital gap: 7.3 eV
* energy above the lowest of the compared OMol25 structures with the same formula, charge and spin: 76.1 kJ/mol
* lowest unoccupied orbital energy: -0.08422 Eh
* calculated total energy: -4423.8880 hartree
* total charge: 0

Element x y z (Å)
O1 2.521 -3.346 0.775
V1 1.927 -2.322 -0.304
O2 2.975 -1.095 -0.428
O3 -3.191 -4.005 0.105
V2 -1.896 -3.865 -0.812
O4 -2.393 -3.070 -2.173
C1 -0.005 -6.062 -0.697
O5 -0.371 -5.285 0.396
O6 -0.105 -5.110 -1.697
C2 1.401 -6.724 -0.492
F1 1.791 -7.265 -1.661
F2 2.322 -5.813 -0.110
F3 1.374 -7.730 0.421
C3 -0.355 -5.687 1.767
C4 -1.431 -6.736 2.137
H1 -1.978 -7.281 1.368
H2 -0.789 -7.495 2.593
H3 -2.189 -6.350 2.813
H4 -0.642 -4.783 2.304
H5 0.635 -6.027 2.058
H6 -0.698 -6.915 -0.781
C5 -1.804 0.341 -0.801
C6 -0.274 0.129 -0.662
C7 0.330 1.456 -0.184
C8 0.139 1.810 1.292
C9 0.445 0.623 2.165
C10 -0.103 -0.734 1.748
N1 0.062 -0.935 0.317
O7 -0.423 -2.213 -0.001
C11 -1.574 -0.869 2.286
C12 0.657 -1.712 2.699
C13 0.279 -0.315 -2.021
H7 -2.218 1.163 -1.379
H8 -2.097 0.593 0.223
H9 -2.338 -0.595 -0.967
H10 -0.207 2.288 -0.645
H11 1.407 1.545 -0.350
H12 -0.891 2.182 1.447
H13 0.554 2.817 1.406
H14 0.137 0.849 3.189
H15 1.541 0.709 2.191
H16 -2.033 -1.791 1.922
H17 -2.102 0.041 2.011
H18 -1.635 -1.083 3.351
H19 0.371 -1.551 3.728
H20 1.730 -1.563 2.518
H21 0.581 -2.764 2.412
H22 -0.045 0.323 -2.847
H23 -0.155 -1.260 -2.363
H24 1.370 -0.336 -2.079
C14 4.630 3.761 -0.375
C15 3.515 4.595 0.219
C16 3.463 4.680 1.751
O8 3.862 5.979 2.105
C17 4.022 6.725 0.968
O9 4.213 7.891 0.915
O10 3.889 5.942 -0.121
H25 4.211 2.754 -0.542
H26 5.487 3.411 0.208
H27 5.046 4.044 -1.339
H28 2.494 4.504 -0.151
H29 4.227 4.003 2.131
H30 2.417 4.485 1.986
C18 1.758 2.666 -5.475
C19 1.927 1.308 -6.140
C20 2.559 0.251 -5.194
O11 1.515 -0.688 -5.017
C21 0.477 -0.441 -5.819
O12 -0.428 -1.191 -6.004
O13 0.639 0.756 -6.428
H31 1.280 2.691 -4.501
H32 1.174 3.286 -6.164
H33 2.724 3.169 -5.581
H34 2.422 1.459 -7.098
H35 2.881 0.609 -4.218
H36 3.433 -0.152 -5.710
C22 -3.953 4.099 2.987
C23 -5.256 3.349 3.211
C24 -5.608 2.606 1.922
O14 -5.766 1.260 2.316
C25 -5.358 1.082 3.600
O15 -5.330 0.045 4.162
O16 -4.926 2.262 4.085
H37 -3.087 3.458 2.833
H38 -3.699 4.727 3.845
H39 -4.104 4.776 2.142
H40 -6.025 3.968 3.667
H41 -4.810 2.729 1.189
H42 -6.524 2.959 1.446

---

Record 2
A molecular structure, C17H20BBr27IN, computed with the ωB97M-V functional and the def2-TZVPD basis.

Computed properties:
* frontier orbital gap: 8.7 eV
* lowest unoccupied orbital energy: -0.02199 Eh
* calculated total energy: -70535.2332 hartree
* total charge: 0

Element x y z (Å)
C1 -1.082 0.200 2.482
C2 -2.229 1.184 3.022
C3 -3.340 1.500 1.914
I1 -2.507 2.649 0.267
B1 -4.649 2.226 2.580
C4 -6.007 1.355 2.614
C5 -7.348 1.713 1.972
C6 -8.501 0.755 2.070
N1 -8.615 -0.514 2.676
C7 -7.364 -0.794 3.265
C8 -6.084 -0.009 3.304
H1 -1.327 -0.055 1.398
H2 -0.043 0.661 2.583
H3 -1.069 -0.737 3.146
H4 -1.737 2.156 3.340
H5 -2.761 0.745 3.925
H6 -3.680 0.487 1.485
H7 -4.597 3.335 2.979
H8 -7.461 2.690 1.409
H9 -9.460 1.090 1.536
H10 -7.326 -1.819 3.781
H11 -5.173 -0.427 3.835
C9 -3.275 6.464 3.706
Br1 -2.789 7.059 1.926
Br2 -5.102 5.819 3.775
Br3 -2.023 5.154 4.395
H12 -3.219 7.333 4.358
C10 -1.621 1.522 -4.230
Br4 -1.839 -0.093 -3.180
Br5 -0.838 2.957 -3.189
Br6 -0.629 1.192 -5.862
H13 -2.617 1.849 -4.524
C11 -4.719 -1.398 -5.350
Br7 -6.154 -2.283 -4.394
Br8 -3.879 -2.575 -6.641
Br9 -5.311 0.259 -6.166
H14 -3.960 -1.137 -4.616
C12 3.307 0.054 2.996
Br10 3.270 -0.494 1.137
Br11 2.619 1.851 3.230
Br12 2.398 -1.221 4.141
H15 4.351 0.069 3.303
C13 6.976 -2.191 1.102
Br13 7.701 -0.568 0.328
Br14 8.153 -3.706 0.828
Br15 6.526 -1.959 2.973
H16 6.049 -2.408 0.575
C14 -2.046 3.279 -9.386
Br16 -3.483 2.396 -8.429
Br17 -1.207 2.097 -10.673
Br18 -2.635 4.935 -10.204
H17 -1.287 3.539 -8.651
C15 11.760 -2.195 0.810
Br19 12.477 -0.568 0.036
Br20 12.945 -3.705 0.540
Br21 11.305 -1.962 2.679
H18 10.835 -2.417 0.282
C16 -3.257 -6.961 -6.781
Br22 -5.189 -6.870 -6.642
Br23 -2.599 -8.764 -6.506
Br24 -2.620 -6.209 -8.451
H19 -2.851 -6.348 -5.980
C17 13.446 -2.025 6.325
Br25 12.031 -0.726 6.590
Br26 12.775 -3.843 6.384
Br27 14.444 -1.679 4.700
H20 14.140 -1.915 7.155

---

Record 3
4 unconnected molecules or ions with the total composition C3H14O5, computed with the ωB97M-V functional and the def2-TZVPD basis.

Computed properties:
* frontier orbital gap: 10.8 eV
* energy above the lowest of the compared OMol25 structures with the same formula, charge and spin: 256.6 kJ/mol
* SMILES: OCCCO.O.O.O
* lowest unoccupied orbital energy: 0.01153 Eh
* calculated total energy: -498.8109 hartree
* total charge: 0

Element x y z (Å)
O1 1.602 -0.132 -0.581
C1 1.386 0.195 0.747
C2 0.002 -0.326 1.181
C3 -0.605 0.326 2.424
O2 -1.894 0.785 2.153
H1 1.982 -1.073 -0.722
H2 2.164 -0.119 1.409
H3 1.219 1.227 0.665
H4 -0.955 -0.404 0.437
H5 0.115 -1.465 1.405
H6 -0.557 -0.463 3.143
H7 -0.123 1.178 2.923
H8 -2.500 0.091 2.430
O3 -0.030 -0.205 -3.085
H9 0.636 -0.157 -2.445
H10 -0.620 0.619 -2.993
O4 0.115 3.102 -1.230
H11 0.750 2.285 -0.914
H12 -0.605 2.490 -1.529
O5 -0.603 -3.054 -1.803
H13 -0.240 -2.268 -2.365
H14 -1.238 -2.630 -1.249

---

Record 4
A molecular structure, C11H15N4O3S2SbSe4Tc, computed with the ωB97M-V functional and the def2-TZVPD basis.

Computed properties:
* frontier orbital gap (alpha / beta): 4.2 / 3.9 eV
* energy above the lowest of the compared OMol25 structures with the same formula, charge and spin: 7.7 kJ/mol
* lowest unoccupied orbital energy (alpha / beta): 0.13484 / 0.13475 Eh
* calculated total energy: -11596.1290 hartree
* expectation value of S²: 1.08
* multiplicity: 2
* total charge: -2

Element x y z (Å)
Tc1 -0.260 0.521 0.321
Se1 -1.146 5.183 -2.559
Sb1 -1.664 3.892 -0.494
Se2 -0.207 2.353 1.822
Se3 -2.019 1.366 -0.890
Se4 -3.809 4.705 0.328
N1 3.061 1.025 1.433
C1 2.406 -0.075 1.902
N2 1.196 -0.399 1.576
C2 0.752 -1.524 2.211
C3 1.692 -2.142 2.987
S1 3.179 -1.238 2.987
C4 -0.642 -1.845 2.083
C5 -1.286 -2.965 2.516
S2 -2.999 -2.835 2.223
C6 -2.715 -1.216 1.545
N3 -1.457 -0.888 1.521
N4 -3.730 -0.461 1.127
H1 2.412 1.773 1.181
H2 3.826 1.345 2.006
H3 1.600 -3.032 3.574
H4 -0.870 -3.846 2.960
H5 -4.666 -0.817 1.167
H6 -3.545 0.390 0.585
C7 1.586 2.882 -2.729
O1 0.833 2.435 -1.612
C8 1.024 1.251 -1.030
C9 2.200 0.457 -1.546
H7 2.622 3.084 -2.439
H8 1.094 3.803 -3.061
H9 1.562 2.144 -3.538
H10 3.123 1.038 -1.460
H11 2.040 0.197 -2.597
H12 2.334 -0.470 -0.991
C10 -1.526 -2.635 -2.336
O2 -1.405 -1.362 -1.746
C11 -0.358 -1.153 -0.890
O3 0.442 -2.061 -0.687
H13 -2.178 -2.533 -3.203
H14 -1.963 -3.342 -1.621
H15 -0.540 -3.009 -2.626

---

Record 5
A single C4H7NO molecule, computed with the ωB97M-V functional and the def2-TZVPD basis.

Computed properties:
* frontier orbital gap (alpha / beta): 8.0 / 9.0 eV
* energy above the lowest of the compared OMol25 structures with the same formula, charge and spin: 419.1 kJ/mol
* lowest unoccupied orbital energy (alpha / beta): -0.03426 / -0.00286 Eh
* calculated total energy: -286.4720 hartree
* total charge: 0

Element x y z (Å)
C1 -0.616 -1.368 -1.404
C2 -0.089 -0.721 -0.141
O1 -0.178 -1.309 0.934
C3 0.410 0.606 -0.228
C4 0.290 1.494 0.962
N1 1.069 0.630 1.739
H1 -0.029 -2.256 -1.610
H2 -0.591 -0.723 -2.278
H3 -1.642 -1.685 -1.240
H4 0.743 1.018 -1.179
H5 -0.713 1.766 1.285
H6 0.882 2.380 0.728
H7 0.462 0.170 2.435

---

Record 6
2 unconnected molecules or ions with the total composition C5H10O, computed with the ωB97M-V functional and the def2-TZVPD basis.

Computed properties:
* frontier orbital gap: 9.4 eV
* energy above the lowest of the compared OMol25 structures with the same formula, charge and spin: 433.5 kJ/mol
* lowest unoccupied orbital energy: 0.03048 Eh
* calculated total energy: -271.5875 hartree
* total charge: 0

Element x y z (Å)
C1 -2.245 -1.528 0.293
O1 -1.730 -0.702 1.357
C2 -1.229 0.475 1.131
C3 1.795 2.048 -0.357
C4 1.456 0.869 -0.869
C5 1.330 -0.386 -0.045
H1 -2.931 -2.243 0.749
H2 -1.411 -2.056 -0.178
H3 -2.762 -0.904 -0.441
H4 -1.323 0.669 0.022
H5 1.994 2.164 0.707
H6 1.890 2.937 -0.974
H7 1.258 0.790 -1.938
H8 0.784 -1.172 -0.579
H9 0.815 -0.165 0.899
H10 2.310 -0.795 0.222

---

Record 7
A molecular structure, C13H15MnN5O6SSe, computed with the ωB97M-V functional and the def2-TZVPD basis.

Computed properties:
* frontier orbital gap (alpha / beta): 5.6 / 6.0 eV
* lowest unoccupied orbital energy (alpha / beta): 0.15019 / 0.15017 Eh
* calculated total energy: -5180.2450 hartree
* expectation value of S²: 8.76
* multiplicity: 6
* total charge: -2

Element x y z (Å)
Mn1 0.260 0.022 0.400
N1 -2.730 -3.428 0.733
C1 -1.946 -2.314 0.400
S1 -1.945 -1.005 1.529
N2 -1.343 -2.443 -0.747
N3 -0.588 -1.327 -1.116
C2 -0.134 -1.399 -2.304
C3 0.695 -0.403 -2.994
C4 1.119 -0.738 -4.280
C5 1.970 0.065 -5.018
C6 2.433 1.246 -4.422
C7 2.020 1.616 -3.164
C8 1.091 0.837 -2.409
O1 0.630 1.260 -1.291
H1 -2.831 -3.525 1.731
H2 -2.409 -4.264 0.266
H3 -0.370 -2.309 -2.861
H4 0.769 -1.678 -4.699
H5 2.279 -0.220 -6.016
H6 3.146 1.870 -4.953
H7 2.387 2.522 -2.695
N4 -0.009 1.743 1.546
C9 0.082 2.809 1.950
N5 0.173 4.013 2.501
C10 -0.656 5.112 2.030
C11 -0.815 6.082 3.181
O2 0.444 6.509 3.679
C12 1.221 5.403 4.145
C13 1.479 4.412 3.037
H8 -1.622 4.723 1.710
H9 -0.178 5.614 1.181
H10 -1.387 5.600 3.984
H11 -1.344 6.976 2.853
H12 0.693 4.906 4.967
H13 2.158 5.812 4.517
H14 2.003 3.524 3.396
H15 2.079 4.876 2.248
O3 4.481 -0.276 1.169
Se1 3.156 -0.432 2.120
O4 2.723 1.003 2.823
O5 1.865 -0.815 1.105
O6 3.289 -1.651 3.205

---

Record 8
2 unconnected molecules or ions with the total composition C2Cl2FNS, computed with the ωB97M-V functional and the def2-TZVPD basis.

Computed properties:
* frontier orbital gap: 7.6 eV
* energy above the lowest of the compared OMol25 structures with the same formula, charge and spin: 129.1 kJ/mol
* lowest unoccupied orbital energy: -0.07509 Eh
* calculated total energy: -1549.3107 hartree
* total charge: 0

Element x y z (Å)
C1 -1.822 -0.151 0.368
C2 0.980 0.068 -0.262
N1 -1.860 -1.053 1.052
F1 0.897 -0.186 1.028
S1 -1.239 1.229 -0.300
Cl1 2.062 1.361 -0.628
Cl2 0.982 -1.268 -1.257

---

Record 9
A molecular structure, C40H47F5MoNO2P2S, computed with the ωB97M-V functional and the def2-TZVPD basis.

Computed properties:
* frontier orbital gap (alpha / beta): 7.5 / 6.6 eV
* energy above the lowest of the compared OMol25 structures with the same formula, charge and spin: 71.6 kJ/mol
* lowest unoccupied orbital energy (alpha / beta): -0.09724 / -0.13341 Eh
* calculated total energy: -3405.9745 hartree
* expectation value of S²: 2.02
* multiplicity: 3
* total charge: +1

Element x y z (Å)
Mo1 -0.361 1.052 0.737
C1 -1.466 -3.756 2.115
C2 -0.596 -2.511 1.926
C3 0.144 -2.624 0.588
P1 -1.550 -0.931 1.946
C4 -2.115 -0.557 3.663
C5 -2.553 -1.728 4.541
C6 -3.183 0.536 3.618
C7 -2.985 -1.116 0.885
C8 -4.206 -1.703 1.210
C9 -5.276 -1.609 0.338
C10 -5.125 -0.905 -0.855
C11 -3.910 -0.336 -1.193
C12 -2.817 -0.461 -0.336
N1 -1.538 0.048 -0.689
C13 -1.078 -0.357 -1.964
C14 -1.507 -1.523 -2.603
C15 -0.998 -1.864 -3.845
C16 -0.053 -1.067 -4.479
C17 0.394 0.078 -3.841
C18 -0.109 0.424 -2.593
P2 0.383 1.812 -1.571
C19 -0.448 3.283 -2.311
C20 0.145 3.631 -3.678
C21 -1.951 3.029 -2.443
C22 2.200 1.964 -1.853
C23 2.832 3.283 -1.402
C24 2.923 0.760 -1.247
H1 -0.826 -4.639 2.114
H2 -2.164 -3.855 1.282
H3 -2.035 -3.759 3.040
H4 0.131 -2.423 2.742
H5 -0.565 -2.631 -0.242
H6 0.695 -3.565 0.557
H7 0.853 -1.811 0.428
H8 -1.219 -0.126 4.116
H9 -3.418 -2.255 4.140
H10 -2.840 -1.333 5.518
H11 -1.748 -2.443 4.702
H12 -4.146 0.137 3.298
H13 -2.918 1.338 2.930
H14 -3.311 0.969 4.611
H15 -4.324 -2.226 2.150
H16 -6.226 -2.061 0.589
H17 -5.966 -0.799 -1.527
H18 -3.795 0.195 -2.129
H19 -2.240 -2.166 -2.135
H20 -1.339 -2.775 -4.320
H21 0.340 -1.344 -5.448
H22 1.146 0.694 -4.318
H23 -0.267 4.103 -1.613
H24 -0.013 2.821 -4.391
H25 1.208 3.860 -3.637
H26 -0.368 4.511 -4.070
H27 -2.140 2.278 -3.212
H28 -2.446 3.951 -2.750
H29 -2.410 2.688 -1.516
H30 2.288 1.888 -2.941
H31 3.094 3.249 -0.344
H32 2.183 4.145 -1.551
H33 3.752 3.449 -1.963
H34 2.849 0.769 -0.161
H35 3.980 0.801 -1.513
H36 2.519 -0.185 -1.616
F1 -4.117 5.541 3.859
C25 -3.069 5.046 3.216
C26 -3.230 4.000 2.324
F2 -4.432 3.481 2.095
C27 -2.112 3.507 1.685
F3 -2.306 2.447 0.817
C28 -0.827 3.986 1.870
S1 0.562 3.354 0.996
C29 -0.706 5.038 2.772
F4 0.494 5.559 3.017
C30 -1.802 5.562 3.438
F5 -1.643 6.559 4.297
C31 4.343 -0.453 7.365
C32 3.525 -0.124 6.150
C33 2.577 0.888 6.173
C34 1.797 1.197 5.068
C35 0.824 2.341 5.208
C36 1.991 0.454 3.882
C37 2.987 -0.548 3.819
C38 3.302 -1.356 2.584
C39 3.717 -0.822 4.962
C40 1.113 0.693 2.743
O1 0.000 1.311 2.842
O2 1.364 0.259 1.551
H37 4.086 0.190 8.204
H38 5.407 -0.336 7.155
H39 4.185 -1.490 7.664
H40 2.442 1.463 7.081
H41 1.022 2.871 6.138
H42 -0.210 1.994 5.225
H43 0.911 3.045 4.381
H44 3.504 -0.722 1.724
H45 2.476 -2.013 2.309
H46 4.177 -1.975 2.772
H47 4.472 -1.598 4.922

---

Record 10
6 unconnected molecules or ions with the total composition C12H36O12, computed with the ωB97M-V functional and the def2-TZVPD basis.

Computed properties:
* frontier orbital gap: 9.7 eV
* energy above the lowest of the compared OMol25 structures with the same formula, charge and spin: 84.9 kJ/mol
* SMILES: OCCO.OCCO.OCCO.OCCO.OCCO.OCCO
* lowest unoccupied orbital energy: 0.00216 Eh
* calculated total energy: -1381.5664 hartree
* total charge: 0

Element x y z (Å)
O1 -0.984 -3.534 -4.354
C1 -0.703 -2.140 -4.346
C2 0.713 -1.922 -4.818
O2 0.850 -1.813 -6.221
H1 -1.895 -3.689 -4.091
H2 -1.394 -1.493 -4.898
H3 -0.835 -1.794 -3.313
H4 1.366 -2.708 -4.429
H5 1.107 -1.015 -4.356
H6 0.404 -2.584 -6.592
O3 -0.038 -1.008 4.300
C3 0.078 0.190 3.541
C4 1.440 0.840 3.736
O4 2.434 0.288 2.892
H7 -0.971 -1.216 4.374
H8 -0.009 0.004 2.464
H9 -0.691 0.877 3.911
H10 1.737 0.667 4.771
H11 1.414 1.913 3.514
H12 2.172 0.360 1.963
O5 4.329 4.037 -0.769
C5 4.055 3.211 0.368
C6 2.895 3.729 1.191
O6 1.636 3.324 0.642
H13 3.807 3.678 -1.494
H14 3.930 2.169 0.063
H15 4.953 3.224 0.989
H16 2.916 4.803 1.403
H17 2.965 3.324 2.214
H18 0.938 3.449 1.288
O7 -1.913 -2.528 -0.743
C7 -1.289 -3.275 0.296
C8 -0.447 -4.408 -0.288
O8 0.464 -4.840 0.717
H19 -2.839 -2.739 -0.881
H20 -0.702 -2.577 0.900
H21 -1.984 -3.645 1.057
H22 0.153 -4.084 -1.145
H23 -1.139 -5.161 -0.680
H24 0.431 -5.800 0.770
O9 -1.109 0.109 -0.657
C9 -0.080 0.550 -1.521
C10 1.291 0.006 -1.115
O10 1.654 0.582 0.140
H25 -1.138 -0.865 -0.677
H26 -0.365 0.155 -2.507
H27 -0.080 1.634 -1.616
H28 2.062 0.204 -1.863
H29 1.232 -1.070 -0.957
H30 1.707 1.553 0.038
O11 -3.679 3.713 2.334
C11 -3.310 2.345 2.426
C12 -3.941 1.520 1.311
O12 -3.389 1.728 0.022
H31 -2.900 4.228 2.113
H32 -2.231 2.188 2.441
H33 -3.743 1.936 3.346
H34 -5.021 1.637 1.249
H35 -3.779 0.459 1.563
H36 -2.534 1.272 -0.017

---

Record 11
A molecular structure, C2HIN2O2, computed with the ωB97M-V functional and the def2-TZVPD basis.

Computed properties:
* frontier orbital gap: 9.9 eV
* energy above the lowest of the compared OMol25 structures with the same formula, charge and spin: 184.0 kJ/mol
* lowest unoccupied orbital energy: -0.02743 Eh
* calculated total energy: -634.3529 hartree
* total charge: 0

Element x y z (Å)
C1 0.697 0.979 0.777
C2 0.278 -0.330 0.160
N1 0.914 1.905 1.405
N2 -0.660 -0.126 -1.093
O1 -0.042 0.244 -2.038
O2 -1.874 -0.333 -0.986
I1 -0.542 -1.403 1.795
H1 1.229 -0.936 -0.021